Record 1
A single C15H11N3O4S molecule. Source: the Open Molecules 2025 dataset; level of theory: ωB97M-V with the def2-TZVPD basis set.

Structure (XYZ):
```
34
Properties=species:S:1:pos:R:3:nbo_charge:R:1
S 5.3843 0.0469 0.0096 0.4501
O -3.5505 -2.7425 0.4334 -0.5937
O -0.5554 2.7872 -0.2642 -0.6210
O -1.8540 -1.9079 -0.7812 -0.5192
O 0.7580 -1.1923 0.4540 -0.6385
N 2.8757 -0.4207 0.2088 -0.4012
N -1.2557 0.6207 -0.0045 -0.6359
N 3.3880 1.8116 -0.3480 -0.4984
C 3.4929 -1.6198 0.4815 -0.0286
C 1.4679 -0.2324 0.2064 0.6546
C -0.3232 1.6007 -0.1297 0.6795
C 4.8297 -1.5503 0.4193 -0.4047
C 2.0736 2.0548 -0.3529 0.1457
C 1.0945 1.1189 -0.0978 -0.3360
C -3.4534 -0.3980 0.0715 -0.2252
C 3.7418 0.5946 -0.0669 0.2796
C -4.8336 -0.2580 0.2147 -0.1378
C -3.2534 2.0017 0.1256 -0.2748
C -2.9721 -1.7966 -0.0422 0.7849
C -4.6247 2.1161 0.2390 -0.1665
C -1.2999 -3.2045 -0.9550 -0.2730
C -2.6393 0.7505 0.0447 0.2726
C -5.4247 0.9855 0.2938 -0.2450
H -5.4282 -1.1583 0.2538 0.2326
H -0.9037 -0.3341 0.0472 0.4524
H 2.8785 -2.4702 0.7138 0.2591
H -6.4952 1.0739 0.3951 0.2154
H -5.0695 3.0984 0.2940 0.2148
H 5.5360 -2.3364 0.5885 0.2548
H 1.7850 3.0723 -0.5768 0.2359
H -2.6390 2.8855 0.0979 0.2597
H -1.9587 -3.9517 -0.5095 0.2167
H -0.3255 -3.2197 -0.4666 0.2021
H -1.1894 -3.3837 -2.0242 0.1888
```

net charge = 0
E_HOMO = -0.3108 Eh
SMILES = COC(=O)c1ccccc1NC(=O)c1cnc2sccn2c1=O
E = -39230.284 eV

Record 2
A single C7H11FIN3 molecule. Source: the Open Molecules 2025 dataset; level of theory: ωB97M-V with the def2-TZVPD basis set.

Structure (XYZ):
```
23
Properties=species:S:1:pos:R:3:nbo_charge:R:1
I -4.4442 -0.5567 -0.9978 0.0940
F -2.3449 -1.7395 -2.6831 -0.4994
N -0.7653 0.7638 -0.5290 -0.2493
N -2.4299 0.7112 -2.7380 -0.8176
N 0.0833 0.4367 0.4295 -0.1455
C 0.9294 1.4383 1.0210 -0.2077
C -1.3614 -2.8669 -0.1627 -0.6304
C -2.4623 -0.3154 -1.8619 0.4252
C 2.3085 1.4670 0.3673 -0.6109
C -1.4009 -0.3582 -0.8589 -0.0134
C -0.9355 -1.4467 -0.0885 -0.0609
C 0.0273 -0.8801 0.7198 -0.0555
H 0.6510 -1.3209 1.4708 0.2169
H 0.4280 2.3983 0.8799 0.2262
H 2.9141 2.2457 0.8222 0.2154
H -3.0964 0.6853 -3.4939 0.4023
H -2.4439 -2.9382 -0.2521 0.2342
H -0.9296 -3.3400 -1.0455 0.2345
H 1.0196 1.2320 2.0908 0.2037
H -1.0364 -3.4091 0.7225 0.2099
H -1.5091 1.0336 -2.9990 0.4021
H 2.2129 1.6735 -0.6959 0.2175
H 2.8125 0.5116 0.4930 0.2085
```

net charge = 0
E_HOMO = -0.3304 Eh
SMILES = CCn1cc(C)c([C@@](N)(F)I)n1
E = -22725.523 eV

Record 3
3 unconnected molecules or ions with the total composition C13H35B2O9. Source: the Open Molecules 2025 dataset; level of theory: ωB97M-V with the def2-TZVPD basis set.

Structure (XYZ):
```
59
Properties=species:S:1:pos:R:3:nbo_charge:R:1
O 0.0635 -1.7446 -5.5792 -0.5457
O 0.8729 -2.5546 5.0006 -0.5406
O -0.9432 0.7885 -4.1470 -0.5368
O 1.7276 -1.1580 2.3805 -0.5443
O 1.2629 0.9488 4.6005 -0.5578
O -4.4155 3.9428 0.0156 -0.9385
O -1.7516 2.5664 1.8692 -0.9782
O 1.8662 -0.8538 -3.2592 -0.5374
O -4.8777 1.6985 0.6190 -0.9584
C 1.9113 -2.8983 4.1018 -0.0902
C 1.2131 -0.9142 -5.5689 -0.0886
C 1.9516 2.1170 4.9565 -0.2411
C -1.6928 -0.3246 -4.5796 -0.0920
C 0.8402 0.9833 3.2299 -0.1205
C -0.8573 -1.5799 -4.5069 -0.0897
C 2.2494 -1.3058 -4.5401 -0.0898
C -1.5088 2.0132 -4.5481 -0.2469
C 2.5002 -1.6712 3.4422 -0.0863
C 0.5596 -0.4053 2.7225 -0.0994
C -2.6599 2.1283 -0.5711 -1.0935
C -0.0177 -3.6181 5.2216 -0.2439
C 2.4724 -1.5733 -2.2120 -0.2489
B -3.9911 2.6097 0.0060 1.1712
B -1.3720 2.5487 0.4028 0.2145
H 2.2602 2.0163 5.9972 0.1753
H -0.0708 -0.9580 3.4216 0.1800
H -2.5071 2.1410 -4.1158 0.1779
H -0.8636 2.8068 -4.1794 0.2013
H -4.3801 1.2940 1.3448 0.4914
H 0.4917 -4.4804 5.6720 0.1542
H 3.2111 -0.8414 -4.8067 0.1622
H 3.5648 -1.4735 -2.2405 0.1557
H -0.4911 1.6966 0.2487 -0.1284
H -0.0764 1.5760 3.1492 0.2384
H 1.6608 -1.0472 -6.5572 0.1757
H 2.8469 2.2528 4.3352 0.1560
H 0.0103 -0.2919 1.7880 0.2219
H 2.7021 -3.4172 4.6655 0.1573
H 2.3702 -2.3968 -4.5471 0.1655
H -2.0359 3.4453 2.1465 0.4496
H -2.5648 -0.4441 -3.9207 0.1785
H -2.4768 2.5186 -1.5672 0.2288
H -1.5685 2.0837 -5.6434 0.1473
H 0.9424 0.1375 -5.4604 0.1992
H 1.6164 1.4421 2.6072 0.1719
H -1.5345 -2.4329 -4.5887 0.1792
H 1.5343 -3.5716 3.3222 0.1689
H 2.2056 -2.6367 -2.2609 0.1558
H 1.3123 3.0028 4.8569 0.1669
H 2.7279 -0.9005 4.1826 0.1948
H -2.0446 -0.1760 -5.6097 0.1611
H 2.1021 -1.1627 -1.2756 0.2154
H -2.7112 1.0480 -0.6645 0.2057
H -4.5222 4.1924 0.9466 0.4765
H -0.4971 -3.9309 4.2862 0.1653
H 3.4413 -1.9801 2.9781 0.1745
H -0.3519 -1.6443 -3.5426 0.2006
H -0.7878 -3.2646 5.9042 0.1909
H -0.9196 3.6532 0.0709 -0.1328
```

net charge = -1
E_HOMO = -0.1661 Eh
E = -33829.624 eV

Record 4
2 unconnected molecules or ions with the total composition C21H22N2O3. Source: the Open Molecules 2025 dataset; level of theory: ωB97M-V with the def2-TZVPD basis set.

Structure (XYZ):
```
48
Properties=species:S:1:pos:R:3:nbo_charge:R:1
O 1.9730 -4.0942 3.0897 -0.4814
O 0.0063 3.7081 2.0620 -0.6379
O -2.6931 3.6328 2.1358 -0.6425
N -1.2998 1.7843 1.8452 -0.8152
N 1.2151 1.2141 -2.5554 -0.2938
C -1.2910 1.6956 -5.2848 -0.1895
C 0.5315 -1.2187 1.2533 -0.0750
C -0.2940 -0.2351 -1.6631 -0.1741
C 2.4405 1.9726 -2.7164 -0.4206
C -0.0981 1.9344 -4.5806 -0.2437
C -0.1571 -3.2851 0.2282 -0.1453
C 1.0006 0.3379 -1.5363 0.1875
C -0.8849 -1.1607 -0.8091 0.1411
C 1.2981 -3.3385 2.1712 0.3621
C -0.1846 -1.8635 0.2311 -0.2006
C 2.6099 -3.3358 4.1521 -0.2627
C -0.1632 2.4875 2.1492 0.6406
C -1.9824 0.0181 -3.6394 -0.1677
C -0.8451 0.3028 -2.9044 -0.0699
C 0.5971 -4.0063 1.1309 -0.2605
C 1.2584 -1.9218 2.2014 -0.3361
C 1.0013 1.6155 2.6150 -0.7083
C 0.0955 1.2319 -3.4017 0.2017
C -2.4745 2.4172 2.1364 0.6467
C -3.6317 1.4811 2.4834 -0.6983
C -2.2074 0.7229 -4.8378 -0.1984
H 1.7844 0.0972 -0.8146 0.2483
H 0.6349 -5.0918 1.0930 0.2345
H 1.7773 -1.3693 2.9819 0.2379
H 1.7592 1.5431 1.8198 0.1868
H 3.3645 -2.6514 3.7263 0.1854
H -3.0968 0.4980 -5.4339 0.2287
H 1.8589 -2.7662 4.7288 0.1937
H -4.0373 1.7670 3.4637 0.2191
H -3.3121 0.4357 2.5188 0.1987
H -0.7137 -3.8009 -0.5595 0.2162
H -1.8642 -1.5410 -1.1016 0.2216
H 2.3453 2.6732 -3.5508 0.2309
H -2.6540 -0.7781 -3.3139 0.2215
H 2.6408 2.5324 -1.7874 0.2437
H -1.5219 2.2916 -6.1686 0.2298
H 1.4683 2.0698 3.4981 0.2304
H 0.6676 0.6193 2.9190 0.1942
H 3.0975 -4.0672 4.8018 0.2099
H -4.4333 1.5907 1.7418 0.2077
H 0.4719 -0.1343 1.2841 0.2522
H 0.6325 2.6708 -4.9041 0.2255
H 3.3097 1.3145 -2.8987 0.2250
```

net charge = 0
E_HOMO = -0.2391 Eh
E = -31253.400 eV

Record 5
A single C9H17N2P molecule. Source: the Open Molecules 2025 dataset; level of theory: ωB97M-V with the def2-TZVPD basis set.

Structure (XYZ):
```
29
Properties=species:S:1:pos:R:3:nbo_charge:R:1
P 3.9049 -0.8452 0.3209 0.9468
N -0.4603 0.2612 -0.7523 -0.6601
N 3.9602 0.7360 0.5316 -0.8168
C 1.7407 1.4855 -0.1742 0.0801
C -1.8679 0.8100 1.1785 -0.6223
C -1.5886 -1.5349 0.6255 -0.6183
C 3.0605 1.6508 0.1863 -0.0885
C 0.9995 0.1648 -0.1559 -0.0988
C 2.0549 -0.9650 -0.5302 -0.5185
C -1.6784 -0.1516 -0.0113 -0.0382
C 0.8938 2.6367 -0.6283 -0.6397
C 1.4081 -2.3912 -0.6598 -0.6113
H 1.2157 -2.7298 0.3693 0.2044
H 1.9443 -3.1551 -1.1201 0.2120
H -0.0200 2.4838 -0.3160 0.2347
H -2.4574 -0.2203 -0.6608 0.1931
H 3.5639 2.5870 0.2625 0.1946
H 2.3303 -0.6068 -1.4980 0.1995
H -1.5852 -2.2667 -0.1753 0.2079
H -2.4504 0.4048 1.8981 0.2009
H 1.4529 3.5295 -0.4975 0.2164
H -2.2764 1.7058 1.0015 0.2081
H -0.7089 -1.4401 1.2370 0.1986
H -2.3812 -1.8594 1.4264 0.2109
H 0.6401 -0.1606 0.7861 0.2048
H -0.6506 0.0632 -1.7117 0.3674
H -0.9960 1.1149 1.7007 0.2074
H 0.3905 -2.2896 -1.3193 0.2035
H 0.7498 2.6084 -1.6807 0.2213
```

net charge = 0
E_HOMO (spin up / spin down) = -0.2983 / -0.2983 Eh
SMILES = CC1=CN=P[C@@H](C)[C@@H]1NC(C)C
E = -21873.254 eV